This record from the Open Molecules 2025 dataset describes C3H3NO2 as an isolated structure. The level of theory is wB97M-V/def2-TZVPD.

## Properties
orbital gap	9.36	eV
molecular weight	85.06	g mol⁻¹
E_tot	-8741.499	eV
highest occupied orbital energy	-0.353	Eh

Positions of all 9 atoms, in Å:
O (2.089, 0.032, 0.149)
C (0.751, -0.254, 0.188)
N (0.435, -1.506, 0.250)
O (-1.360, -1.256, 0.083)
C (-1.468, 0.048, 0.021)
C (-0.286, 0.708, 0.110)
H (2.383, -0.107, -0.764)
H (-2.429, 0.571, -0.125)
H (-0.114, 1.764, 0.088)

Cartesian forces, eV/Å:
O -0.18 0.13 -0.06
C -0.12 -0.47 -0.18
N -3.42 0.55 -0.50
O 2.64 -0.18 0.34
C 0.82 0.18 0.09
C -0.06 0.43 -0.09
H 0.06 -0.05 0.29
H 0.27 -0.86 0.16
H -0.02 0.25 -0.06

These are the Löwdin partial charges, in e, on atoms 1 to 8: 0.065 -0.479 0.296 -0.023 -0.194 -0.031 0.125 0.139

This record from the Open Molecules 2025 dataset describes an isolated ion of composition C5H9N4O2 and charge +1. The level of theory is wB97M-V/def2-TZVPD.

## Properties
orbital gap (spin up / spin down)	7.85 / 7.85	eV
molecular weight	157.15	g mol⁻¹
charge	+1
SMILES	O=[N+]=NCCN1CCNC1=O
E_tot	-15374.169	eV
highest occupied orbital energy (spin up / spin down)	-0.486 / -0.486	Eh

Positions of all 20 atoms, in Å:
C (0.091, -1.009, -0.258)
C (-2.106, -1.436, 0.293)
C (1.319, 1.466, 0.373)
C (-1.905, 0.107, 0.128)
C (0.280, 1.363, -0.747)
N (-0.727, -1.954, 0.256)
N (2.263, 0.471, 0.024)
N (-0.598, 0.159, -0.424)
N (3.374, 0.267, 0.326)
O (1.280, -1.129, -0.632)
O (4.386, -0.290, 0.325)
H (-2.454, -1.564, 1.316)
H (-2.548, -1.975, -0.559)
H (1.617, 2.554, 0.327)
H (0.747, 1.343, 1.407)
H (-2.779, 0.372, -0.418)
H (-1.824, 0.803, 0.950)
H (-0.446, 2.286, -0.779)
H (0.578, 1.000, -1.752)
H (-0.548, -2.834, -0.154)

Cartesian forces, eV/Å:
C -0.57 0.81 -1.15
C 1.59 0.13 1.05
C -3.18 2.45 0.44
C -0.20 -0.80 0.25
C -4.06 -0.83 0.09
N 0.79 1.05 0.40
N 3.73 0.33 1.85
N 2.03 0.30 -1.33
N -1.22 0.49 -0.88
O -0.91 -0.88 0.24
O -0.15 -0.21 0.19
H -0.87 -0.77 -0.48
H -1.06 0.85 0.69
H 0.95 -1.47 0.18
H 1.63 -0.28 -2.03
H -0.15 1.05 -1.32
H -0.91 -0.56 1.33
H 1.72 -1.72 -0.06
H 0.81 1.36 0.55
H 0.03 -1.34 0.01

These are the Löwdin partial charges, in e, on atoms 1 to 8: -0.483 -0.071 -0.102 -0.112 -0.072 0.102 0.146 -0.066

This record from the Open Molecules 2025 dataset describes C25H43AsCsN6O2PSe4Te as an isolated structure. The level of theory is wB97M-V/def2-TZVPD.

## Properties
orbital gap	4.58	eV
molecular weight	1141.90	g mol⁻¹
charge	-2
E_tot	-379015.816	eV
highest occupied orbital energy	-0.047	Eh

Positions of all 84 atoms, in Å:
Cs (-1.181, -2.154, 2.451)
Se (3.993, -3.085, 4.281)
Se (1.904, -3.307, 3.244)
Te (2.057, -3.013, 0.720)
Se (1.687, -5.275, -0.285)
C (2.939, 1.558, -3.766)
C (2.163, 0.957, -2.596)
P (1.159, -0.568, -2.896)
C (0.202, -0.027, -4.394)
C (-1.027, -0.898, -4.676)
C (2.433, -1.672, -3.654)
C (1.930, -3.104, -3.857)
H (3.453, 2.473, -3.462)
H (2.280, 1.811, -4.599)
H (3.695, 0.864, -4.139)
H (1.472, 1.696, -2.177)
H (2.846, 0.698, -1.782)
H (0.856, 0.020, -5.269)
H (-0.124, 0.998, -4.189)
H (-0.742, -1.903, -4.995)
H (-1.642, -0.462, -5.469)
H (-1.641, -0.990, -3.779)
H (3.279, -1.683, -2.960)
H (2.791, -1.248, -4.597)
H (1.669, -3.574, -2.902)
H (2.702, -3.724, -4.320)
H (1.051, -3.131, -4.508)
C (-1.226, -3.428, -1.761)
As (-2.806, -3.596, -0.707)
C (-2.978, -5.485, -0.358)
C (-4.319, -3.129, -1.811)
O (-2.844, -2.771, 0.720)
H (-1.425, -3.858, -2.746)
H (-0.410, -3.986, -1.275)
H (-0.958, -2.381, -1.864)
H (-3.125, -6.039, -1.286)
H (-3.817, -5.645, 0.316)
H (-2.050, -5.814, 0.110)
H (-4.303, -3.700, -2.739)
H (-4.253, -2.064, -2.027)
H (-5.231, -3.338, -1.255)
C (-2.410, 2.074, -1.591)
C (-3.121, 0.758, -1.349)
O (-2.255, -0.369, -1.494)
H (-3.126, 2.901, -1.584)
H (-1.909, 2.055, -2.563)
H (-1.671, 2.275, -0.810)
H (-3.913, 0.610, -2.088)
H (-3.587, 0.749, -0.358)
H (-1.519, -0.273, -0.872)
N (6.346, 4.037, 2.230)
C (5.554, 3.221, 2.065)
C (4.568, 2.184, 1.855)
C (3.406, 2.450, 1.153)
C (2.504, 1.409, 0.965)
N (2.694, 0.180, 1.433)
C (3.814, -0.067, 2.116)
C (4.782, 0.903, 2.350)
H (3.186, 3.441, 0.778)
H (1.578, 1.585, 0.429)
H (3.941, -1.079, 2.503)
H (5.679, 0.662, 2.904)
Se (-0.363, 2.961, 1.759)
C (-1.933, 3.803, 2.430)
C (-2.192, 5.163, 2.189)
C (-3.341, 5.779, 2.677)
C (-4.270, 5.060, 3.422)
C (-4.031, 3.714, 3.670)
C (-2.885, 3.092, 3.183)
H (-1.476, 5.733, 1.610)
H (-3.509, 6.832, 2.473)
H (-5.162, 5.542, 3.804)
H (-4.741, 3.134, 4.251)
H (-2.718, 2.042, 3.387)
N (1.015, 1.236, 4.392)
C (1.442, 0.135, 5.034)
N (2.768, -0.032, 5.216)
N (0.646, -0.778, 5.552)
C (-0.631, -0.790, 5.284)
N (-1.757, -0.969, 5.041)
H (1.643, 1.776, 3.820)
H (0.053, 1.329, 4.093)
H (3.366, 0.525, 4.628)
H (3.074, -1.016, 5.274)

Cartesian forces, eV/Å:
Cs 1.03 0.47 0.76
Se 0.10 -0.09 0.00
Se 0.26 -0.01 0.08
Te 0.07 -0.17 -0.21
Se -0.05 -0.01 0.04
C -0.01 -0.02 0.01
C 0.05 0.00 0.01
P -0.06 0.02 0.03
C -0.09 -0.07 0.00
C 0.06 0.05 0.00
C -0.03 -0.07 0.05
C -0.01 0.01 0.05
H -0.01 -0.02 0.00
H 0.01 0.00 0.02
H -0.02 0.01 0.00
H 0.00 -0.01 -0.02
H 0.00 0.02 0.00
H 0.00 0.00 -0.04
H -0.02 -0.01 0.03
H 0.00 0.02 0.02
H 0.02 -0.02 0.00
H 0.02 0.03 -0.03
H -0.01 -0.02 0.01
H 0.01 0.02 -0.02
H 0.02 0.04 -0.09
H -0.02 0.01 0.02
H 0.04 0.00 0.03
C 0.08 -0.03 -0.01
As -0.09 -0.22 -0.24
C 0.04 0.00 -0.09
C 0.04 0.03 -0.04
O -1.07 -0.38 -1.03
H 0.02 0.00 0.04
H -0.08 0.03 -0.04
H 0.00 0.01 -0.01
H 0.00 0.01 0.01
H -0.02 0.00 0.02
H 0.02 0.00 0.01
H -0.01 0.00 0.01
H 0.02 0.00 0.01
H -0.03 0.00 0.00
C 0.06 0.02 -0.03
C 0.10 -0.07 0.01
O 0.00 0.17 0.08
H 0.02 -0.02 0.02
H -0.03 0.01 0.02
H -0.03 -0.02 -0.02
H -0.01 -0.04 -0.01
H 0.01 0.01 0.04
H -0.12 0.00 -0.12
N 0.06 0.07 0.00
C -0.18 -0.19 -0.02
C 0.22 0.10 0.08
C -0.24 0.14 -0.15
C -0.01 0.04 0.06
N 0.06 0.09 0.02
C 0.05 -0.04 -0.07
C 0.03 -0.18 0.05
H -0.01 -0.04 0.00
H 0.01 0.01 0.00
H 0.03 0.08 0.00
H -0.02 -0.04 0.00
Se -0.06 -0.05 0.01
C -0.17 0.09 0.01
C -0.18 -0.13 0.14
C 0.16 -0.12 -0.06
C 0.02 0.00 -0.01
C 0.18 -0.07 -0.08
C -0.04 0.27 -0.04
H 0.00 -0.01 0.00
H 0.00 0.00 0.00
H 0.01 -0.01 -0.01
H 0.00 0.00 0.00
H 0.02 -0.02 0.00
N -0.07 0.05 0.01
C 0.00 -0.02 -0.11
N -0.05 -0.13 0.06
N -0.09 -0.03 0.23
C -0.01 -0.10 0.11
N -0.08 0.42 0.45
H 0.02 0.00 -0.03
H 0.02 -0.02 0.02
H 0.04 0.04 -0.01
H 0.01 0.12 -0.01

These are the Löwdin partial charges, in e, on atoms 1 to 8: 0.903 -0.219 -0.411 0.061 -0.418 -0.160 -0.437 0.972

This record from the Open Molecules 2025 dataset describes C4H6O2 as an isolated structure. The level of theory is wB97M-V/def2-TZVPD.

## Properties
orbital gap	9.11	eV
molecular weight	86.09	g mol⁻¹
E_tot	-8334.789	eV
highest occupied orbital energy	-0.319	Eh

Positions of all 12 atoms, in Å:
O (0.043, -1.613, -1.897)
C (-0.572, -1.454, -0.873)
C (-0.118, -0.503, 0.220)
C (0.769, 0.653, -0.262)
C (-0.570, 1.403, 1.074)
O (-1.230, 0.211, 0.718)
H (-1.526, -1.979, -0.664)
H (0.372, -1.075, 1.031)
H (0.703, 0.817, -1.340)
H (1.801, 0.665, 0.083)
H (0.146, 1.724, 0.057)
H (0.182, 1.153, 1.852)

Cartesian forces, eV/Å:
O -0.25 0.05 0.48
C 0.18 -0.05 -0.26
C 0.09 -0.04 -0.09
C 0.20 -0.15 -0.06
C 0.13 0.02 0.21
O -0.12 -0.05 0.01
H 0.11 0.02 -0.05
H -0.04 0.04 -0.17
H -0.02 0.04 0.10
H -0.17 0.01 -0.05
H 0.04 0.04 -0.14
H -0.14 0.05 0.02

These are the Löwdin partial charges, in e, on atoms 1 to 8: 0.075 -0.181 -0.355 -0.017 -0.006 -0.161 0.138 0.162

This record from the Open Molecules 2025 dataset describes C9H21F3O3P2V as an isolated structure. The level of theory is wB97M-V/def2-TZVPD.

## Properties
2S+1	4
orbital gap (spin up / spin down)	7.84 / 8.59	eV
molecular weight	347.15	g mol⁻¹
E_tot	-68232.571	eV
highest occupied orbital energy (spin up / spin down)	-0.283 / -0.328	Eh

Positions of all 39 atoms, in Å:
V (0.097, -0.051, -0.318)
H (3.103, -0.684, -1.676)
H (2.689, -1.303, -1.552)
P (0.916, 2.057, -0.731)
P (-0.583, -2.237, -0.634)
C (-0.536, -3.128, 0.952)
H (-1.127, -4.048, 0.871)
H (0.503, -3.374, 1.205)
H (-0.948, -2.502, 1.754)
C (-2.354, -2.079, -1.008)
H (-2.467, -1.613, -1.995)
H (-2.805, -3.077, -1.012)
H (-2.845, -1.447, -0.255)
C (0.088, -3.386, -1.857)
H (1.126, -3.627, -1.601)
H (-0.506, -4.308, -1.885)
H (0.074, -2.912, -2.845)
C (-0.584, 3.066, -0.934)
H (-0.289, 4.120, -0.985)
H (-1.085, 2.771, -1.864)
H (-1.273, 2.909, -0.093)
C (1.674, 2.738, 0.779)
H (2.652, 2.270, 0.949)
H (1.797, 3.822, 0.666)
H (1.041, 2.539, 1.655)
C (2.021, 2.547, -2.072)
H (1.609, 2.169, -3.015)
H (2.114, 3.639, -2.118)
H (3.007, 2.093, -1.918)
C (1.508, -0.514, 0.788)
O (2.397, -0.798, 1.509)
H (0.835, -0.138, -1.632)
F (-1.031, -0.712, 3.695)
C (-1.444, 0.586, 3.538)
F (-2.202, 0.929, 4.601)
F (-0.300, 1.346, 3.554)
C (-2.162, 0.756, 2.158)
O (-3.298, 1.213, 2.123)
O (-1.414, 0.365, 1.205)

Cartesian forces, eV/Å:
V -3.16 0.99 1.89
H -0.02 -0.53 0.03
H 0.46 0.39 -0.15
P -0.08 0.72 0.99
P -0.32 -0.34 0.50
C -0.21 -0.44 0.01
H 0.16 0.03 0.18
H -0.23 0.02 -0.06
H 0.10 -0.07 -0.29
C -0.20 -0.39 -0.12
H -0.07 -0.13 0.17
H -0.20 0.18 -0.10
H 0.21 -0.17 -0.17
C -0.05 -0.26 -0.19
H -0.21 0.05 -0.06
H 0.17 0.10 -0.03
H 0.02 -0.10 0.21
C 0.07 0.43 -0.18
H -0.29 -0.01 -0.08
H 0.02 0.16 0.17
H 0.26 -0.02 -0.22
C 0.15 0.55 -0.01
H -0.20 0.12 -0.05
H 0.13 -0.11 0.19
H 0.09 -0.02 -0.32
C 0.03 0.04 -0.21
H 0.13 0.10 0.16
H 0.06 -0.19 -0.01
H -0.20 0.11 -0.05
C 4.62 -1.44 3.42
O -2.65 0.82 -2.11
H 0.74 -0.42 -2.45
F -0.37 0.82 0.16
C 0.32 -0.09 0.14
F 0.77 -0.33 -0.81
F -0.79 -0.38 0.23
C -0.66 0.26 -0.01
O 0.98 -0.37 0.08
O 0.42 -0.09 -0.83

These are the Löwdin partial charges, in e, on atoms 1 to 8: 0.164 0.046 0.027 0.711 0.722 -0.241 0.050 0.051

Sequential maximum force output: 3.50, 4.18, 1.53, 0.54, 5.92 eV/A